Record 1
C51H78N4Rb | wB97M-V/def2-TZVPD

The calculated total energy comes out at -2233.3333 a.u. For the gap between HOMO and LUMO, the calculation gives 5.75 eV. The HOMO energy comes out at -3.9 eV. Its energy relative to the best compared isomer or geometry (same formula, charge and spin) is 5.02 kcal/mol.

Structure (ORCA input):
```
! RIJCOSX wB97M-V def2-TZVPD def2/J DEFGRID3
* xyz -1 1
Rb 0.63 -0.20 1.20
C 1.19 2.13 3.19
C 1.92 1.05 3.72
C 0.96 0.13 4.27
C -0.32 0.70 4.04
C -0.19 1.93 3.38
C -1.27 2.93 3.02
C -2.66 2.40 3.39
C -1.24 3.23 1.52
C -1.04 4.24 3.78
C 1.09 -1.21 5.00
C 2.10 -1.18 6.16
C 1.46 -2.36 4.04
C -0.25 -1.61 5.63
C 3.46 1.08 3.72
C 4.12 -0.25 3.35
C 3.99 1.57 5.07
C 3.97 2.10 2.67
H 1.62 3.03 2.75
H -1.26 0.27 4.35
H -2.90 1.49 2.84
H -3.42 3.14 3.13
H -2.72 2.19 4.46
H -1.45 2.34 0.92
H -0.26 3.62 1.22
H -2.00 3.97 1.24
H -1.09 4.07 4.86
H -1.80 4.99 3.51
H -0.05 4.65 3.56
H 3.12 -1.03 5.83
H 2.06 -2.12 6.72
H 1.85 -0.36 6.84
H 2.41 -2.18 3.54
H 0.69 -2.47 3.28
H 1.53 -3.31 4.58
H -0.61 -0.84 6.32
H -0.13 -2.55 6.18
H -1.02 -1.76 4.87
H 3.93 -1.04 4.07
H 5.21 -0.12 3.27
H 3.76 -0.60 2.37
H 3.73 0.89 5.89
H 3.57 2.55 5.30
H 5.09 1.66 5.05
H 3.54 1.91 1.68
H 5.05 2.03 2.60
H 3.71 3.12 2.95
N -0.40 -3.85 0.56
C 0.29 -5.01 0.02
C 1.78 -5.07 0.36
C 2.66 -3.90 -0.11
N 2.56 -2.75 0.79
H -0.40 -3.85 1.57
H -1.37 -3.82 0.25
H 0.18 -4.99 -1.07
H -0.16 -5.96 0.34
H 2.16 -5.99 -0.09
H 1.91 -5.19 1.44
H 2.38 -3.59 -1.12
H 3.69 -4.28 -0.18
H 3.22 -2.03 0.51
H 2.82 -3.03 1.72
C 1.70 2.65 -1.08
C 1.84 1.21 -1.57
C 3.21 0.64 -1.16
C 1.60 1.03 -3.05
C 1.72 2.08 -3.95
C 1.49 1.89 -5.30
C 1.13 0.63 -5.76
C 1.00 -0.45 -4.89
C 0.69 -1.82 -5.48
C 1.80 -2.28 -6.41
C -0.67 -1.82 -6.19
C 1.22 -0.24 -3.52
N 1.28 -1.30 -2.59
C 0.28 -2.01 -2.25
C -1.14 -1.99 -2.67
C -1.63 -3.18 -3.19
C -2.93 -3.32 -3.65
C -3.76 -2.20 -3.56
C -3.33 -1.03 -2.98
C -2.01 -0.88 -2.42
N -1.60 0.15 -1.68
C -2.58 1.06 -1.25
C -2.59 2.37 -1.76
C -3.51 3.30 -1.27
C -4.43 2.95 -0.30
C -4.43 1.65 0.20
C -3.53 0.70 -0.26
C -3.54 -0.71 0.32
C -2.26 -0.99 1.10
C -4.76 -1.01 1.19
C -1.61 2.74 -2.85
C -2.14 2.30 -4.22
C -1.24 4.22 -2.88
H 1.79 2.67 0.02
H 0.74 3.07 -1.34
H 2.49 3.29 -1.48
H 1.05 0.63 -1.10
H 4.00 1.35 -1.43
H 3.40 -0.31 -1.65
H 3.28 0.48 -0.08
H 1.99 3.06 -3.58
H 1.58 2.71 -6.00
H 0.95 0.48 -6.81
H 0.62 -2.54 -4.66
H 1.90 -1.62 -7.28
H 1.60 -3.29 -6.79
H 2.77 -2.29 -5.90
H -0.66 -1.14 -7.05
H -1.47 -1.50 -5.51
H -0.91 -2.82 -6.55
H 0.52 -2.80 -1.54
H -0.94 -4.03 -3.28
H -3.28 -4.25 -4.09
H -4.77 -2.25 -3.94
H -4.01 -0.19 -2.89
H -3.51 4.31 -1.66
H -5.13 3.68 0.08
H -5.14 1.39 0.97
H -3.57 -1.41 -0.52
H -2.13 -0.24 1.89
H -1.43 -0.94 0.40
H -2.28 -1.98 1.57
H -4.74 -0.44 2.12
H -4.76 -2.07 1.46
H -5.70 -0.80 0.68
H -0.72 2.15 -2.67
H -3.06 2.83 -4.47
H -2.35 1.23 -4.24
H -1.40 2.51 -5.00
H -2.07 4.84 -3.23
H -0.40 4.38 -3.56
H -0.95 4.58 -1.89
*
```


Record 2
C12H43N3O8 | wB97M-V/def2-TZVPD

The calculated total energy comes out at -1249.1409 a.u. For the gap between HOMO and LUMO, the calculation gives 9.85 eV. Its SMILES is COC[C@H](C)N.COC[C@H](C)N.COC[C@H](C)N.O.O.O.O.O. The HOMO energy comes out at -9.2 eV. Its energy relative to the best compared isomer or geometry (same formula, charge and spin) is 19.80 kcal/mol.

Structure (ORCA input):
```
! RIJCOSX wB97M-V def2-TZVPD def2/J DEFGRID3
* xyz 0 1
C 0.73 -0.30 -2.15
O 1.77 0.67 -1.80
C 1.11 1.87 -1.41
C 2.14 2.96 -1.08
C 2.98 3.32 -2.33
N 2.87 2.48 0.03
H 0.07 0.18 -2.88
H 0.22 -0.63 -1.25
H 1.26 -1.16 -2.57
H 0.41 2.10 -2.24
H 0.54 1.72 -0.49
H 1.64 3.85 -0.65
H 2.37 3.30 -3.21
H 3.77 2.61 -2.50
H 3.41 4.32 -2.18
H 3.33 1.59 -0.22
H 3.60 3.14 0.30
C -3.88 3.33 -2.59
O -3.58 2.11 -1.83
C -4.25 1.98 -0.60
C -3.39 1.01 0.15
C -4.00 0.21 1.36
N -2.17 1.69 0.62
H -3.31 4.15 -2.13
H -4.93 3.64 -2.44
H -3.70 3.24 -3.62
H -4.34 2.92 -0.08
H -5.24 1.57 -0.80
H -3.04 0.34 -0.66
H -4.91 -0.27 1.00
H -4.18 0.89 2.25
H -3.34 -0.56 1.69
H -1.92 2.25 -0.19
H -1.41 0.99 0.76
C -0.92 -3.31 -0.36
O -0.31 -3.87 0.81
C 0.88 -4.65 0.62
C 2.03 -3.89 0.00
C 3.24 -4.84 -0.10
N 2.39 -2.75 0.75
H -0.63 -3.85 -1.29
H -0.68 -2.27 -0.47
H -2.01 -3.39 -0.23
H 1.09 -5.03 1.63
H 0.60 -5.50 -0.03
H 1.66 -3.71 -1.01
H 4.01 -4.41 -0.71
H 2.97 -5.85 -0.50
H 3.58 -5.00 0.95
H 3.20 -2.31 0.34
H 1.67 -2.01 0.77
O -0.61 3.71 2.43
H -0.87 4.53 2.80
H -1.40 3.22 2.05
O 4.19 -0.16 1.66
H 3.45 0.19 2.16
H 4.06 -1.13 1.76
O 1.16 1.49 2.28
H 0.68 2.27 2.62
H 1.86 1.87 1.65
O -2.05 -2.74 2.54
H -2.03 -3.01 3.47
H -1.60 -3.41 2.04
O -0.05 -0.61 1.37
H -0.54 -1.25 1.85
H 0.36 0.14 1.91
*
```


Record 3
C3H6N2O | wB97M-V/def2-TZVPD

The calculated total energy comes out at -302.3867 a.u. As for the expectation value of S²: 2.015. For the gap between HOMO and LUMO (alpha / beta), the calculation gives 6.62 / 7.71 eV. The HOMO energy (alpha / beta) comes out at -5.7 / -8.7 eV. Its energy relative to the best compared isomer or geometry (same formula, charge and spin) is 64.79 kcal/mol.

Structure (ORCA input):
```
! RIJCOSX wB97M-V def2-TZVPD def2/J DEFGRID3
* xyz 0 3
C -0.71 1.63 -1.10
C -0.34 1.86 0.15
C 0.93 0.03 1.06
N 0.50 1.17 0.89
N 0.06 -2.60 0.20
O -0.07 -1.36 -0.27
H -1.14 2.34 -1.68
H -0.39 0.61 -1.49
H -0.39 2.91 0.62
H 1.74 -0.49 1.48
H 0.58 -3.18 -0.37
H -0.76 -2.93 0.50
*
```


Record 4
C10H23FNO | wB97M-V/def2-TZVPD

The calculated total energy comes out at -624.2563 a.u. For the gap between HOMO and LUMO, the calculation gives 9.15 eV. The HOMO energy comes out at -11.7 eV. Its energy relative to the best compared isomer or geometry (same formula, charge and spin) is 101.62 kcal/mol.

Structure (ORCA input):
```
! RIJCOSX wB97M-V def2-TZVPD def2/J DEFGRID3
* xyz 1 1
C 2.08 2.71 0.21
C 3.34 -2.25 1.06
C 1.03 0.37 -1.85
C -2.52 0.74 -0.97
C -3.31 -1.29 0.12
C -2.63 0.50 1.41
C 0.98 1.71 0.30
C 2.61 -1.76 -0.16
C -0.88 -0.76 0.13
C 1.19 0.37 -0.33
N -2.36 -0.19 0.15
O 2.03 -0.46 0.26
F -0.88 -1.37 -1.14
H 1.79 3.62 0.73
H 2.99 2.45 0.68
H 2.34 2.93 -0.97
H 3.87 -3.22 0.87
H 4.10 -1.51 1.59
H 2.54 -2.48 1.83
H 0.51 1.21 -2.08
H 0.59 -0.43 -2.24
H 2.08 0.32 -2.16
H -1.91 1.65 -0.89
H -2.31 0.30 -1.88
H -3.62 1.01 -0.88
H -3.36 -1.74 1.08
H -4.35 -0.90 -0.06
H -3.18 -2.01 -0.71
H -2.21 0.01 2.31
H -2.19 1.51 1.49
H -3.70 0.58 1.60
H 0.71 1.64 1.43
H 0.03 2.10 -0.11
H 1.95 -2.56 -0.65
H 3.33 -1.29 -0.96
H -0.67 -1.48 0.78
*
```


Among the records above, which one has the lowest energy relative to the best compared isomer or geometry (same formula, charge and spin)?
C51H78N4Rb